Record 1
Here is 4 unconnected molecules or ions with the total composition C18H44BF3N2O12PS3 at a distorted geometry from the Open Molecules 2025 dataset. Energies are from ωB97M-V/def2-TZVPD.

Geometry as ORCA input:
```
! wB97M-V def2-TZVPD RIJCOSX def2/J DEFGRID3
* xyz 1 1
C -0.224 -0.378 -2.805
H -4.475 -2.088 -3.481
O 0.216 5.464 2.280
C -1.330 -5.304 -0.938
O 1.384 3.375 2.868
H -2.055 -4.778 -0.321
C 1.585 6.264 4.185
F -2.334 0.660 -2.616
C -3.946 -1.981 -2.538
H -1.209 3.914 0.552
N 1.240 -0.443 -0.869
H -1.544 -5.108 -1.990
S 4.914 1.797 1.229
H -3.980 -0.958 -2.189
H 1.913 0.056 -0.268
B 0.025 -0.693 1.369
H -1.638 -0.559 -0.575
H 7.225 1.168 -0.220
C 0.519 0.491 -1.780
H 2.409 6.478 3.504
H 6.650 1.492 -2.645
O -1.036 3.625 3.319
O 3.726 1.673 0.420
H -1.462 -6.379 -0.819
C 4.606 2.909 2.545
H 7.564 2.802 -0.768
H 0.716 -5.760 -0.292
O 1.971 -0.028 -4.478
H 1.247 1.102 -2.312
O -3.946 -2.810 -0.097
H 0.797 -4.202 1.318
H -7.269 -3.911 -0.824
C -1.008 -1.419 -0.826
H 1.758 5.282 4.621
N 1.024 -2.626 -0.027
O 5.977 2.681 0.470
H 5.499 2.764 -2.196
H -0.735 -3.514 0.839
C 0.247 -3.795 0.467
H -7.816 -3.236 1.533
C -1.066 -1.241 2.344
H 4.288 3.860 2.128
O 5.540 0.602 1.703
H -0.575 6.074 4.107
C -7.146 -2.887 -0.469
H 0.158 -1.555 -5.101
H -8.038 -2.333 -0.750
H -0.154 1.110 -1.191
C 0.261 6.323 3.452
H -2.007 -1.495 1.855
H 5.208 1.096 -1.716
C -1.292 0.521 -3.483
C 6.766 2.085 -0.591
C -0.251 3.483 0.829
C 0.126 -4.902 -0.604
S 0.102 3.904 2.500
H -0.698 -2.180 2.780
C 5.982 1.846 -1.861
H 5.522 3.013 3.120
H -2.923 -2.327 -2.635
H -6.779 -1.807 1.359
H -1.590 -2.293 -0.533
O -4.892 -4.318 -1.818
O 0.779 0.423 1.691
H -6.073 -3.419 1.336
O -0.840 -1.505 -2.236
H 3.809 2.493 3.157
H 1.482 -2.175 -3.422
H 0.087 7.322 3.061
H 1.793 -1.082 -1.451
P 0.968 -1.040 -4.081
F -1.751 0.020 -4.646
C -6.938 -2.834 1.029
O -6.076 -2.252 -1.219
H -0.286 2.399 0.794
H 0.551 3.860 0.198
H 1.590 6.998 4.989
C 0.314 -1.351 -0.069
H 1.827 -2.509 0.582
H -1.227 -0.561 3.181
S -4.688 -2.996 -1.315
H 1.112 0.352 2.590
H 0.590 -4.505 -1.508
F -0.773 1.760 -3.727
*
```

Results
Gap between HOMO and LUMO in eV: 10.50
Largest force on an atom in eV Å⁻¹: 1.6

Record 2
Here is a molecular structure, C18H44BeN4Na3NiO10 at a distorted geometry from the Open Molecules 2025 dataset. Energies are from ωB97M-V/def2-TZVPD.

Geometry as ORCA input:
```
! wB97M-V def2-TZVPD RIJCOSX def2/J DEFGRID3
* xyz 2 4
N 3.499 -1.024 -3.729
H 0.862 -2.348 3.376
Na 3.618 3.739 -0.420
H 1.970 -3.638 0.155
H 3.422 -3.937 -1.950
O -4.638 2.901 -3.680
H 5.161 -2.588 -5.274
C -4.480 3.428 -2.366
C -4.041 -1.520 3.292
C 0.229 1.897 -4.040
C 4.934 -2.866 -4.244
H -3.835 -2.563 3.050
H -2.330 5.249 -2.103
C 3.382 -2.853 -2.050
H 3.098 -2.231 0.422
H -3.019 1.260 0.491
H -2.258 4.140 0.188
O 1.701 2.559 1.001
C -3.158 3.482 -1.682
C -2.974 0.192 0.278
H 4.226 -0.673 -3.122
H -4.513 0.522 -1.334
H -5.077 2.901 -1.621
H -1.993 -0.215 2.127
O 2.937 -3.030 5.011
H 0.702 -0.717 2.642
H 2.780 -3.750 6.921
N -1.805 0.026 -0.577
H -1.877 0.692 -1.333
H 5.173 -3.915 -4.068
H -0.970 0.244 -0.053
O 0.041 2.556 -0.347
O -0.307 1.608 -2.996
H -3.992 3.583 0.337
H -4.221 1.249 -4.911
Na 3.294 0.839 1.577
O -4.026 -0.704 2.166
H -5.032 -1.650 3.727
C -3.243 4.087 -0.275
Ni -0.189 3.588 -2.158
Be 1.737 -0.030 -2.193
H 4.421 -3.419 6.417
H -3.376 -1.245 4.111
H -4.845 4.453 -2.416
C 3.607 -2.505 -3.599
H 5.676 -2.357 -3.630
H 4.279 -2.597 -1.486
H 3.835 -0.764 -4.646
C -4.278 -0.140 -0.500
H 3.658 -1.317 5.707
C 0.858 -1.274 3.565
H 2.108 -1.558 6.253
H -5.176 -0.022 0.106
H 3.552 -4.850 5.825
N 3.134 -1.139 2.897
H 2.808 -2.828 -4.265
Na 0.171 4.636 1.285
O 2.181 -2.373 -1.413
N -2.181 4.289 -2.379
H -4.125 -1.135 -0.919
H 4.119 -1.088 3.112
O 0.126 3.138 -4.182
H 1.373 -1.984 0.365
C 3.458 -3.792 6.069
H 2.200 0.220 4.271
H -2.419 4.280 -3.361
H -3.148 1.401 -3.458
C 2.691 -1.659 5.338
H 3.006 -2.131 2.754
C 0.902 1.952 0.322
O 1.329 1.436 -4.272
H -4.792 0.819 -3.364
H -2.419 -1.701 1.249
H 0.063 -1.035 4.272
C -2.740 -0.687 1.489
H -2.814 2.454 -1.572
C 2.276 -0.842 4.037
C -4.149 1.544 -3.864
C 2.181 -2.588 -0.047
O 1.142 0.777 0.127
H -3.481 5.139 -0.431
*
```

Results
<S²>: 3.770
Gap between HOMO and LUMO (spin up / spin down) in eV: 4.25 / 5.19
Largest force on an atom in eV Å⁻¹: 9.7

Record 3
Here is 3 unconnected molecules or ions with the total composition C18H44ClF3N4O8P2S2 at a distorted geometry from the Open Molecules 2025 dataset. Energies are from ωB97M-V/def2-TZVPD.

Geometry as ORCA input:
```
! wB97M-V def2-TZVPD RIJCOSX def2/J DEFGRID3
* xyz 0 1
S -1.236 -1.990 3.702
H -0.503 1.039 4.000
H -7.520 4.397 -3.573
O -6.165 4.498 -5.145
C 1.597 -0.056 3.702
H 6.892 -1.944 1.061
H -4.718 -1.835 2.805
H 10.168 -1.212 0.039
C 8.781 -3.417 0.096
O -0.816 2.124 0.298
H -7.787 5.738 -4.730
H 9.229 -4.247 -0.463
C 0.162 0.575 3.140
H 7.509 -4.810 1.150
C 4.401 -3.050 0.635
N -4.828 4.262 -2.461
H 9.459 -3.174 0.921
H -3.806 3.837 -4.272
O -4.812 1.115 -2.463
H -5.708 3.797 -2.675
C 7.403 -3.866 0.606
H 4.755 -0.719 -1.629
H 9.146 -0.375 -1.146
P -0.159 0.486 0.310
C 5.400 -3.101 1.807
H 5.309 -4.066 2.318
H 6.059 -0.914 -0.468
O -2.373 -3.038 3.439
C -5.203 5.422 -4.617
H 0.817 -1.758 0.652
N 6.817 -2.862 1.497
O 0.046 -2.861 4.005
H 6.766 -4.040 -0.267
F -2.212 -2.198 6.225
H -3.071 3.839 -1.398
O 1.604 0.697 0.256
O 4.246 -1.750 0.060
H -3.239 -0.228 2.701
H -3.365 5.365 -3.482
H -0.601 -2.751 0.828
C -3.676 1.968 -2.303
H 4.614 -3.798 -0.137
H -2.757 -2.448 0.736
F -2.733 -0.105 5.208
C 9.146 -1.102 -0.329
H -8.163 4.065 -5.188
C 5.213 -1.423 -0.930
H -5.049 -3.123 1.446
H 1.936 -0.042 -0.359
H -3.010 1.446 -1.609
H 3.550 -0.422 3.597
C -4.198 4.692 -3.712
H -4.660 5.829 -5.478
H -4.551 3.153 -0.739
H -6.026 0.390 -3.937
S -0.620 -0.342 -1.416
C -2.661 -0.340 1.678
H -6.352 2.052 -3.470
H 5.549 -2.298 -1.493
F -0.524 -0.526 6.029
H 3.418 -3.313 1.040
N 0.066 -2.097 1.292
H -0.088 2.724 0.693
H 1.683 -0.643 4.737
H 8.501 -0.717 0.466
C -4.004 3.335 -1.673
Cl -4.077 -0.897 -0.851
H 0.489 1.508 2.470
C -4.820 -1.968 1.642
C -3.440 -1.501 0.821
H -4.922 1.663 -4.486
P -0.820 -0.698 2.045
C -5.553 1.333 -3.656
H -3.118 2.056 -3.242
H -5.676 6.264 -4.100
O 8.644 -2.332 -0.833
C -1.669 -1.130 5.305
C -7.472 4.697 -4.623
H 5.108 -2.331 2.532
H -5.684 -1.266 1.247
N 2.808 0.070 3.014
H -2.843 0.690 1.104
*
```

Results
SMILES string: [H]/N=C/CP(N)(C[C@@H](C)Cl)(P(O)(O)=S)S(=O)(=O)C(F)(F)F.COCCNCCOC.COCCNCCOC
Energy above the lowest of the compared OMol25 structures with the same formula, charge and spin in eV: 7.8886
Gap between HOMO and LUMO in eV: 7.93
Largest force on an atom in eV Å⁻¹: 10.9

Record 4
Here is 5 unconnected molecules or ions with the total composition C18H44ClIO20P4 at a distorted geometry from the Open Molecules 2025 dataset. Energies are from ωB97M-V/def2-TZVPD.

Geometry as ORCA input:
```
! wB97M-V def2-TZVPD RIJCOSX def2/J DEFGRID3
* xyz 0 1
H -4.218 -5.626 -4.504
H 11.770 3.203 4.727
O -8.358 -2.164 2.589
H 10.058 3.878 6.309
H 6.596 1.583 3.744
O -6.119 -1.967 1.961
H 0.590 -2.788 -2.619
H -4.935 1.124 -4.056
C -1.082 -7.052 -4.467
O -1.327 -2.827 -3.393
H -6.173 -1.039 -3.505
O 9.759 4.766 4.452
H 4.299 2.711 0.008
H -3.510 -6.442 -3.061
H -1.246 -7.243 -3.402
C 2.533 1.242 -1.716
C -2.076 3.540 -0.905
H -0.057 -1.240 -3.177
H 6.196 -3.240 0.013
H -4.476 -0.778 2.377
H -3.082 3.414 -0.322
O -0.204 1.875 -1.802
H 11.838 4.230 3.247
O 3.926 1.097 -1.945
O -8.250 -0.192 4.030
H -4.808 -5.259 -2.877
O -2.989 -4.463 -3.318
O -4.740 3.345 -2.372
O -2.205 4.044 -2.279
H 6.416 1.521 1.986
H 5.119 -2.845 -1.349
H 0.456 -2.452 -4.377
H 12.434 2.564 3.221
O 10.407 2.738 3.250
H 8.649 4.998 6.186
H -7.992 1.806 3.548
C 5.328 2.454 -0.249
H -6.083 1.931 -1.507
O -0.460 -4.942 -3.245
O 5.542 1.069 -0.112
H -10.176 -3.058 2.769
O 8.379 2.918 4.827
P -1.566 -4.367 -4.144
H -5.160 -0.613 0.726
C -4.938 -1.309 1.541
H 4.518 -2.784 0.341
C -9.654 -2.171 3.138
C -8.786 1.059 3.630
H -10.214 -1.294 2.811
C 5.373 -2.599 -0.316
I -1.331 0.760 0.833
O 8.206 2.262 2.638
H -1.455 4.365 -0.306
H -4.239 -2.059 1.162
C 11.669 3.224 3.641
O -1.804 -5.907 -4.894
H -9.614 -2.231 4.229
H -5.219 -1.263 -1.876
H -9.490 1.387 4.401
O 3.597 -0.599 -0.371
H 2.330 1.462 -0.663
C -4.942 1.987 -1.854
C -3.918 -5.512 -3.459
C -5.782 -0.465 -2.562
C -4.739 0.779 -2.942
H -6.723 -0.109 -1.960
P -7.184 -1.080 2.995
H -1.457 -7.915 -5.023
H 5.578 2.787 -1.260
O -7.206 0.049 1.953
H -4.311 1.711 -0.906
H 10.308 5.625 6.222
H -9.340 0.966 2.691
C -3.408 3.543 -2.959
P 8.983 3.514 3.545
C -0.009 -2.309 -3.398
Cl -3.014 0.034 -2.770
H 5.988 2.972 0.452
H 6.319 3.093 2.816
H 2.180 2.091 -2.308
C -1.109 2.178 -0.849
O -3.273 3.300 -4.293
P 4.857 -0.076 -1.079
O 5.788 -1.249 -0.213
H 1.997 0.347 -2.042
C 6.808 2.117 2.814
H -0.017 -6.934 -4.688
C 9.677 4.804 5.869
*
```

Results
SMILES string: C[C@H](Cl)COC(=O)OCC(=O)I.COP(=O)(OC)OC.COP(=O)(OC)OC.COP(=O)(OC)OC.COP(=O)(OC)OC
Gap between HOMO and LUMO in eV: 6.37
Largest force on an atom in eV Å⁻¹: 10.2

Record 5
Here is a molecular structure, C18H44LiN2O17 at a distorted geometry from the Open Molecules 2025 dataset. Energies are from ωB97M-V/def2-TZVPD.

Geometry as ORCA input:
```
! wB97M-V def2-TZVPD RIJCOSX def2/J DEFGRID3
* xyz 1 1
H -14.289 -23.669 -2.859
H -14.268 -24.322 -1.220
H -13.324 -22.413 -4.690
C -13.599 -21.358 -4.597
H -10.319 -21.147 -0.949
H -19.473 -25.369 -2.556
H -19.719 -21.738 -1.501
O -17.893 -22.585 -7.779
O -16.661 -22.293 -3.272
H -18.010 -20.172 -5.610
H -14.377 -19.297 -6.806
H -23.730 -23.725 -1.131
C -18.845 -23.581 -8.014
O -20.116 -18.163 -4.729
C -17.673 -16.257 -6.431
C -10.722 -20.157 -1.160
H -18.880 -19.160 -0.132
C -19.302 -20.166 -0.209
H -17.938 -16.482 -7.465
H -16.785 -16.839 -6.196
H -18.745 -24.658 -1.118
H -20.050 -23.594 -4.611
H -17.365 -20.427 -8.236
O -12.044 -20.241 -1.702
O -18.332 -21.940 2.545
O -19.008 -18.652 -6.561
H -19.792 -23.395 -7.480
H -21.403 -20.664 0.228
C -20.560 -20.138 0.688
C -22.389 -23.526 -3.301
H -16.667 -20.966 -6.077
H -18.682 -20.572 -2.248
O -22.111 -22.979 -4.474
H -20.912 -19.132 0.911
H -20.634 -22.290 -5.696
H -14.706 -22.652 -1.389
O -18.438 -21.066 0.485
C -20.489 -17.185 -3.757
H -14.455 -19.349 -8.563
H -13.016 -20.795 -5.322
C -18.931 -21.334 1.727
O -13.373 -20.777 -3.313
C -19.551 -20.657 -1.596
H -18.738 -20.719 -9.070
O -11.285 -21.623 -3.310
O -20.155 -20.788 1.881
H -25.245 -24.032 -1.992
C -15.074 -19.390 -7.652
C -12.141 -20.942 -2.816
H -17.790 -25.782 -2.080
H -20.961 -16.323 -4.227
H -23.895 -25.289 -1.860
H -15.664 -18.454 -7.659
H -17.987 -21.775 -6.158
H -20.450 -20.288 -2.089
C -24.185 -24.248 -1.978
O -18.093 -23.928 -2.973
N -17.537 -21.072 -5.508
H -14.679 -21.360 -4.713
C -14.765 -23.617 -1.885
H -10.794 -19.610 -0.226
O -21.577 -23.817 -2.457
H -18.511 -24.573 -7.679
Li -16.006 -22.452 -8.030
O -18.742 -16.649 -5.550
H -17.557 -15.192 -6.293
O -15.838 -20.548 -7.602
C -20.744 -22.762 -4.724
H -17.346 -21.445 -4.548
C -16.920 -23.369 -2.775
H -19.618 -16.818 -3.215
N -18.100 -19.954 -8.830
H -21.180 -17.670 -3.079
C -19.264 -17.845 -5.686
H -19.146 -23.654 -9.071
H -20.349 -22.010 -4.021
H -18.547 -19.160 -8.375
O -23.699 -23.699 -3.207
H -17.662 -19.659 -9.703
H -10.064 -19.639 -1.854
O -16.120 -24.088 -2.029
C -18.546 -25.002 -2.133
*
```

Results
Gap between HOMO and LUMO in eV: 8.95
Largest force on an atom in eV Å⁻¹: 2.1

Record 6
Here is 4 unconnected molecules or ions with the total composition C18H44O12S2 at a distorted geometry from the Open Molecules 2025 dataset. Energies are from ωB97M-V/def2-TZVPD.

Geometry as ORCA input:
```
! wB97M-V def2-TZVPD RIJCOSX def2/J DEFGRID3
* xyz 0 1
H 0.394 -1.142 -1.625
C -4.027 2.232 -3.454
H -5.112 2.239 -3.350
H 2.340 -2.932 -0.881
H -3.758 3.321 -1.670
H -2.248 2.476 -2.191
H -1.861 -1.237 -0.455
H 0.681 3.243 2.579
H 2.830 2.128 5.144
C -3.332 2.410 -2.090
H 1.718 0.274 3.084
O -2.621 -3.132 1.185
C -0.240 -0.750 1.995
H 6.118 0.993 -1.296
O 5.474 2.593 5.622
H -5.924 -2.721 -1.484
C 3.436 2.364 4.270
H -4.783 -2.973 -0.221
C 2.770 -3.026 -1.879
C -5.523 -2.259 -0.582
C 4.676 3.273 4.673
O 2.626 3.069 3.346
H -0.266 -1.487 2.798
H 4.885 4.043 7.069
H 4.343 0.926 -0.927
O -3.807 3.215 -4.469
C 1.147 1.063 2.594
C -4.888 1.350 -0.576
H -2.531 2.012 -5.632
C 1.281 2.543 3.160
C -2.788 -5.029 -0.703
H 4.793 -3.182 -2.901
H 5.263 3.556 3.799
H 1.348 1.112 1.524
H 4.977 1.845 -2.361
H -0.352 -2.152 -2.944
H -3.341 -4.243 -1.218
S 5.058 -0.557 -2.827
O -0.755 -4.889 1.005
H -2.116 -5.644 -1.302
C -2.545 2.934 -5.051
O -1.113 -3.187 -0.862
H -1.181 -0.837 1.452
H -6.339 -2.070 0.115
H 4.349 4.246 5.039
C -1.651 -1.949 -1.253
H -0.753 -0.452 -2.659
H 2.416 -3.982 -2.265
H 5.852 2.770 7.728
C 4.330 -2.950 -1.942
H -5.482 1.441 -1.485
O 3.847 -0.457 -3.623
H -1.714 2.762 -4.368
H -3.552 -5.465 -0.059
O 4.902 -1.637 -1.613
H -5.197 2.235 -0.019
H 4.171 2.516 7.346
H 0.559 -0.757 1.254
H -2.568 -2.143 -1.811
H -2.332 3.853 -5.598
O 6.386 -0.744 -3.420
O -3.531 1.441 -1.030
O -0.171 0.551 2.617
C 5.107 0.985 -1.702
C -5.103 -0.038 0.065
H 4.786 -3.645 -1.236
H 3.828 1.402 3.939
C 5.088 2.976 6.978
H 2.408 -2.096 -2.317
C -0.512 -1.398 -2.173
H -4.345 -0.090 0.846
O -4.895 -1.071 -0.932
S -1.730 -3.977 0.393
H 0.822 2.656 4.143
H -6.099 0.049 0.498
H -3.924 1.205 -3.805
*
```

Results
SMILES string: CCOS(C)(=O)=O.CCOS(C)(=O)=O.COCCOCCOC.COCCOCCOC
Energy above the lowest of the compared OMol25 structures with the same formula, charge and spin in eV: 0.0000
Gap between HOMO and LUMO in eV: 10.16
Largest force on an atom in eV Å⁻¹: 3.2